The following is a quantum chemistry calculation of one molecule with the formula C2H3O2P in a non-equilibrium geometry, from the OMol25 dataset.

Geometry as ORCA input:
```
! RIJCOSX wB97M-V def2-TZVPD def2/J DEFGRID3
* xyz 0 1
H 1.2043 1.1770 0.5591
P 1.8104 -0.0463 0.3691
C 0.5228 -0.9936 -0.1741
O -0.7892 -0.7516 -0.0754
C -1.1141 0.5240 -0.0570
O -0.4305 1.4307 -0.4357
H 0.8983 -2.0875 -0.4198
H -2.1020 0.7474 0.2337
*
```

Results
SMILES = [H]/P=C\OC=O
molar mass = 90.0 g mol⁻¹
gap between HOMO and LUMO = 9.202 eV

The following is a quantum chemistry calculation of C38H45N3O6Rb as an isolated structure in a non-equilibrium geometry, from the OMol25 dataset.

Geometry as ORCA input:
```
! RIJCOSX wB97M-V def2-TZVPD def2/J DEFGRID3
* xyz -1 1
Rb -1.9613 1.2609 -0.4998
C 2.7792 2.6361 3.5748
C 1.5865 2.0187 2.8816
C 0.2580 2.5817 3.3645
O 1.7164 2.2141 1.4858
C 1.0714 1.1093 0.8434
C 0.9925 0.0066 1.9394
O 1.6490 0.6207 3.0538
C -0.5037 -0.5121 2.2583
O -1.4361 0.1864 1.5644
C -0.6227 -1.9944 1.8015
C -0.2304 -2.3079 0.4954
C -0.4355 -3.5751 -0.0276
C -1.0528 -4.5657 0.7315
C -1.4550 -4.2624 2.0212
C -1.2375 -2.9919 2.5510
C -0.7386 -0.4578 3.7803
C -1.9048 0.1268 4.2480
C -2.1899 0.1661 5.6098
C -1.3068 -0.3850 6.5251
C -0.1332 -0.9770 6.0654
C 0.1428 -1.0108 4.7082
C 1.7957 0.7459 -0.4799
O 0.9614 -0.0359 -1.2226
C 3.1300 0.0575 -0.1350
C 3.2881 -1.2910 -0.4249
C 4.4606 -1.9623 -0.0968
C 5.5003 -1.2874 0.5257
C 5.3558 0.0653 0.8129
C 4.1834 0.7296 0.4843
C 2.0766 1.9994 -1.3402
C 3.0867 1.9651 -2.3010
C 3.2406 2.9821 -3.2333
C 2.3814 4.0730 -3.2286
C 1.3707 4.1256 -2.2779
C 1.2253 3.1033 -1.3488
H 2.8383 3.6985 3.3344
H 3.6883 2.1372 3.2420
H 2.6821 2.5252 4.6554
H 0.2460 3.6643 3.2176
H 0.1119 2.3600 4.4229
H -0.5659 2.1332 2.8053
H 0.0385 1.3421 0.5999
H 1.6128 -0.8504 1.6761
H 0.2279 -1.5354 -0.1239
H -0.1093 -3.7922 -1.0409
H -1.2175 -5.5557 0.3218
H -1.9453 -5.0154 2.6281
H -1.5705 -2.7822 3.5589
H -2.5743 0.5470 3.5074
H -3.1082 0.6286 5.9542
H -1.5244 -0.3551 7.5865
H 0.5683 -1.4106 6.7689
H 1.0626 -1.4687 4.3632
H 2.4604 -1.7958 -0.9064
H 4.5573 -3.0188 -0.3205
H 6.4142 -1.8076 0.7872
H 6.1613 0.6051 1.2978
H 4.0764 1.7836 0.7076
H 3.7619 1.1179 -2.3210
H 4.0401 2.9238 -3.9634
H 2.4999 4.8725 -3.9502
H 0.6918 4.9700 -2.2521
H 0.4259 3.1806 -0.6254
N -3.1454 -1.3244 -1.4859
C -4.4106 -1.1405 -0.7408
C -5.3078 -0.1184 -1.4426
C -4.6303 1.2607 -1.4246
O -4.8249 1.9879 -0.4382
O -3.8067 1.4826 -2.3676
H -2.4237 -1.6292 -0.8312
H -2.8661 -0.4005 -1.8079
H -4.2245 -0.7976 0.2837
H -4.9138 -2.1076 -0.6792
H -6.2588 -0.0602 -0.9128
H -5.4816 -0.4319 -2.4762
N -1.7603 -1.5532 -5.2189
C -1.7837 -0.1091 -5.6618
C -1.7825 0.7272 -4.3911
N -0.7456 0.3638 -3.4647
C -0.4799 -1.0355 -3.2351
C -0.4525 -1.8477 -4.5107
H -1.9251 -2.1881 -5.9951
H -2.5136 -1.6918 -4.5312
H -2.6849 0.0394 -6.2561
H -0.8947 0.0226 -6.2793
H -2.7668 0.6244 -3.9127
H -1.7011 1.7821 -4.6511
H 0.0753 0.9462 -3.3887
H -1.2595 -1.4842 -2.6154
H 0.4562 -1.1040 -2.6753
H -0.4170 -2.9207 -4.3260
H 0.3353 -1.5517 -5.2046
*
```

Results
molar mass = 725.3 g mol⁻¹
gap between HOMO and LUMO = 5.512 eV

The following is a quantum chemistry calculation of a 7-piece molecular cluster, C38H85N7 overall in a non-equilibrium geometry, from the OMol25 dataset.

Geometry as ORCA input:
```
! RIJCOSX wB97M-V def2-TZVPD def2/J DEFGRID3
* xyz 0 1
C -27.0465 -39.7678 25.3390
C -25.7608 -39.1660 25.3157
C -24.8363 -40.1840 25.2943
N -25.5206 -41.3608 25.2914
C -26.8713 -41.1208 25.3444
H -27.9774 -39.2241 25.3488
H -25.5022 -38.1237 25.2222
H -23.7672 -40.1695 25.1695
H -25.1452 -42.2865 25.1518
H -27.5630 -41.9405 25.4315
C -30.1707 -33.8427 18.8922
C -31.2590 -34.5194 19.5104
C -30.8263 -35.7582 19.9146
N -29.4892 -35.8360 19.6072
C -29.1221 -34.7285 18.9011
H -30.2370 -32.8391 18.5076
H -32.2565 -34.1254 19.6243
H -31.4150 -36.5549 20.3334
H -28.8826 -36.6519 19.6528
H -28.1612 -34.7046 18.4132
C -25.6127 -29.5698 16.9088
C -26.7285 -30.4877 16.4372
N -26.2175 -31.7493 15.8941
C -27.2913 -32.7119 15.6968
C -26.8139 -34.1452 15.7930
C -25.3717 -31.5914 14.7082
C -25.9263 -30.7017 13.5877
H -26.0044 -28.7163 17.4602
H -24.9438 -29.2574 16.1088
H -25.0203 -30.1382 17.6322
H -27.3513 -30.7465 17.2968
H -27.4235 -30.0353 15.7092
H -28.0793 -32.5255 16.4275
H -27.7827 -32.5605 14.7161
H -25.9587 -34.3737 15.1503
H -26.4191 -34.3417 16.7967
H -27.5750 -34.8912 15.5625
H -25.2160 -32.5847 14.2901
H -24.4140 -31.1891 15.0417
H -26.1906 -29.6968 13.9243
H -26.7826 -31.1194 13.0580
H -25.1412 -30.5418 12.8419
C -26.1325 -36.2631 19.8467
C -26.5260 -37.5686 19.1565
N -27.6971 -38.2519 19.7340
C -27.8963 -39.5144 19.0234
C -28.6282 -39.3527 17.7033
C -27.4721 -38.4905 21.1529
C -28.6895 -38.9863 21.9244
H -26.9591 -35.5986 20.0755
H -25.4297 -35.7330 19.1947
H -25.5124 -36.4790 20.7191
H -26.7951 -37.3636 18.1149
H -25.6318 -38.2126 19.1110
H -26.9480 -40.0560 18.8875
H -28.5171 -40.1697 19.6364
H -28.8389 -40.3359 17.2725
H -29.5937 -38.8460 17.7391
H -28.0390 -38.7963 16.9685
H -27.1780 -37.5852 21.6901
H -26.6095 -39.1658 21.3142
H -29.0691 -39.9571 21.6087
H -29.5053 -38.2561 21.9011
H -28.4450 -39.0545 22.9862
C -29.0899 -42.5769 15.0158
C -30.0666 -43.5117 15.7105
N -31.4671 -43.3152 15.3475
C -32.2946 -44.3345 15.9398
C -33.7819 -43.9737 15.9667
C -31.7164 -43.0747 13.9219
C -31.7154 -44.3399 13.0546
H -28.9235 -42.8699 13.9773
H -28.1024 -42.6566 15.4783
H -29.3755 -41.5280 15.0949
H -29.7216 -44.5542 15.5656
H -29.9703 -43.3731 16.7943
H -32.1861 -45.3488 15.5232
H -32.0263 -44.4239 16.9984
H -34.2084 -43.8698 14.9667
H -34.3706 -44.7293 16.4891
H -33.9337 -43.0363 16.5049
H -31.0021 -42.3579 13.5298
H -32.7245 -42.6569 13.8917
H -30.7762 -44.8912 13.1653
H -31.7956 -44.1302 11.9839
H -32.5578 -44.9959 13.2740
C -21.4210 -43.0620 23.6181
C -22.4886 -44.1136 23.8680
N -23.8534 -43.6913 23.5200
C -23.9482 -43.0588 22.1872
C -25.1873 -42.2208 22.0602
C -24.7735 -44.8304 23.6181
C -25.1489 -45.1470 25.0577
H -20.5242 -43.3391 24.1717
H -21.7781 -42.0779 23.9250
H -21.1102 -42.9566 22.5751
H -22.2025 -45.0968 23.4735
H -22.5095 -44.1630 24.9635
H -24.0117 -43.8652 21.4370
H -23.0706 -42.4587 21.9736
H -25.2586 -41.7306 21.0831
H -25.4210 -41.5100 22.8464
H -26.0689 -42.8743 22.0017
H -25.6668 -44.5732 23.0509
H -24.3411 -45.7205 23.1345
H -24.3381 -45.6630 25.5720
H -25.3672 -44.2402 25.6264
H -26.0584 -45.7453 25.1301
C -25.3819 -35.2328 24.9794
C -26.6359 -35.8103 25.6138
N -27.8538 -35.2420 25.0984
C -28.0415 -35.2967 23.6733
C -29.1555 -34.3819 23.1608
C -29.0487 -35.5065 25.8793
C -29.6341 -36.9004 25.7369
H -25.1871 -35.7425 24.0299
H -24.5021 -35.3647 25.6046
H -25.5244 -34.1858 24.7098
H -26.6207 -36.9165 25.5043
H -26.6255 -35.6749 26.6993
H -27.1190 -35.0557 23.1440
H -28.2657 -36.3365 23.3464
H -30.0975 -34.9321 23.0935
H -29.2751 -33.4899 23.7728
H -28.9709 -34.0774 22.1277
H -29.7633 -34.6900 25.7612
H -28.7639 -35.4060 26.9353
H -30.4927 -37.0221 26.3993
H -28.8981 -37.6567 26.0237
H -29.9308 -37.1597 24.7174
*
```

Results
SMILES = c1cc[nH]c1.c1cc[nH]c1.CCN(CC)CC.CCN(CC)CC.CCN(CC)CC.CCN(CC)CC.CCN(CC)CC
molar mass = 640.1 g mol⁻¹
gap between HOMO and LUMO = 8.391 eV

The following is a quantum chemistry calculation of one molecule with the formula C16H22N2O4S in a non-equilibrium geometry, from the OMol25 dataset.

Geometry as ORCA input:
```
! RIJCOSX wB97M-V def2-TZVPD def2/J DEFGRID3
* xyz 0 1
C -1.1505 3.1039 3.4621
C 0.0466 2.1590 3.5147
C -0.3164 0.7673 4.0566
C 0.7272 2.1258 2.1277
O -0.1838 1.4563 1.2247
C 0.2387 1.3608 -0.0995
O 1.1430 2.0077 -0.6592
C -0.5677 0.4273 -0.8678
C -0.6281 0.3993 -2.2569
C -1.4393 -0.7226 -2.7133
C -1.8242 -1.5470 -1.7093
S -1.4275 -0.9223 -0.1188
C -2.5454 -2.8402 -1.8891
C -1.7675 -3.9176 -2.7120
C -1.5509 -3.6090 -4.2332
C -0.8327 -2.2562 -4.5770
C -1.6389 -1.0210 -4.1675
C 2.1149 1.4736 2.2462
O 2.2874 0.2742 1.9666
N 3.1378 2.2538 2.6559
C 4.4471 1.9416 2.7068
N 4.9716 0.7198 2.3952
O 5.2429 2.8409 2.9121
H -0.7839 4.1143 3.3353
H -1.7181 3.0732 4.4144
H -1.8884 2.8539 2.6589
H 0.7364 2.5828 4.2449
H -0.9820 0.2928 3.3257
H 0.5452 0.1010 4.2417
H -0.8095 0.8867 5.0248
H 0.8849 3.1654 1.8106
H -0.1210 1.1299 -2.8500
H -3.4986 -2.6255 -2.3717
H -2.7987 -3.2197 -0.8852
H -2.3001 -4.8555 -2.6517
H -0.8169 -4.0107 -2.2334
H -0.9900 -4.4539 -4.6197
H -2.5511 -3.6125 -4.6976
H 0.1626 -2.2446 -4.1126
H -0.6884 -2.2122 -5.6491
H -2.6969 -1.2101 -4.3519
H -1.3147 -0.1717 -4.7612
H 2.9132 3.2326 2.7866
H 4.3135 0.0193 1.9747
H 5.9183 0.6889 2.1013
*
```

Results
SMILES = CC(C)[C@H](OC(=O)c1cc2c(s1)CCCCC2)C(=O)NC(N)=O
molar mass = 338.4 g mol⁻¹
gap between HOMO and LUMO = 8.982 eV